1.
The following is a DFT calculation (ωB97M-V/def2-TZVPD) of a structure of composition C7H10.

Atoms and positions in Å:
C (0.017, -1.264, 0.894)
C (0.389, -1.041, -0.602)
C (-0.616, -0.253, -1.085)
C (-0.226, 1.040, -0.399)
C (1.203, 1.276, -0.902)
C (1.478, -0.034, -0.187)
C (0.419, 0.254, 0.911)
H (-0.996, -1.574, 1.155)
H (0.750, -1.835, 1.480)
H (-3.095, -1.156, 0.292)
H (-2.895, -0.461, 0.459)
H (-1.644, -0.578, -1.203)
H (-0.958, 1.846, -0.305)
H (1.322, 1.315, -1.990)
H (1.696, 2.123, -0.419)
H (2.462, -0.437, 0.060)
H (0.693, 0.777, 1.842)

orbital gap (alpha / beta) = 8.2 / 8.2 eV
HOMO (alpha / beta) = -7.9 / -7.8 eV

Here are the natural (NBO) charges for atoms 1 to 2, given in e: number 1, C, carries -0.4075; number 2, C, carries -0.0247

=====

2.
The following is a DFT calculation (ωB97M-V/def2-TZVPD) of the molecule C7H10.

Atoms and positions in Å:
C (-2.114, 0.640, -1.215)
C (-1.422, 0.250, -0.161)
C (-1.587, -1.109, 0.525)
C (-0.491, 1.166, 0.576)
C (0.873, 0.774, 0.300)
C (1.791, 0.022, 0.039)
C (3.222, -0.373, -0.145)
H (-2.763, -0.088, -1.750)
H (-1.960, 1.568, -1.698)
H (-2.202, -1.142, 1.487)
H (-0.734, -1.660, 0.892)
H (-2.169, -1.888, -0.008)
H (-0.553, 2.270, 0.374)
H (-0.583, 1.175, 1.589)
H (3.552, -1.013, 0.700)
H (3.922, 0.403, -0.402)
H (3.217, -0.993, -1.104)

orbital gap = 10.1 eV
HOMO = -9.2 eV

Here are the natural (NBO) charges for atoms 1 to 2, given in e: number 1, C, carries -0.3901; number 2, C, carries 0.0364

=====

3.
The following is a DFT calculation (ωB97M-V/def2-TZVPD) of the molecule C7H10.

Atoms and positions in Å:
C (-0.476, -1.845, -0.063)
C (-0.029, -0.402, -0.015)
C (-0.582, 0.586, 1.051)
C (-0.008, 1.669, 0.054)
C (-0.440, 0.658, -1.051)
C (1.417, 1.424, 0.413)
C (1.471, -0.038, 0.078)
H (-0.044, -2.375, -0.920)
H (-0.175, -2.378, 0.848)
H (-1.568, -1.916, -0.139)
H (-0.185, 0.544, 2.071)
H (-1.676, 0.643, 1.078)
H (-0.367, 2.698, 0.064)
H (0.104, 0.665, -2.003)
H (-1.520, 0.696, -1.227)
H (1.951, 0.048, -0.916)
H (2.127, -0.676, 0.679)

orbital gap = 8.8 eV
HOMO = -8.3 eV

Here are the natural (NBO) charges for atoms 1 to 2, given in e: number 1, C, carries -0.6110; number 2, C, carries -0.0445

=====

4.
The following is a DFT calculation (ωB97M-V/def2-TZVPD) of the molecule C7H10.

Atoms and positions in Å:
C (-1.650, 0.224, 1.639)
C (-0.793, 0.816, 0.537)
C (-1.049, 1.863, -0.331)
C (0.610, -1.354, 0.321)
C (0.347, 0.036, 0.287)
C (0.955, -0.485, -0.984)
C (2.240, -0.647, -1.618)
H (-2.206, -0.637, 1.213)
H (-2.394, 0.947, 2.037)
H (-0.878, -0.006, 2.378)
H (-1.778, 2.594, -0.011)
H (-0.493, 1.988, -1.242)
H (0.024, -2.264, 0.162)
H (1.524, -1.557, 0.901)
H (0.056, -0.190, -1.530)
H (2.662, -1.580, -1.952)
H (2.822, 0.253, -1.807)

orbital gap = 5.0 eV
HOMO = -6.4 eV

Here are the natural (NBO) charges for atoms 1 to 2, given in e: number 1, C, carries -0.6301; number 2, C, carries -0.0635

=====

5.
The following is a DFT calculation (ωB97M-V/def2-TZVPD) of the molecule C7H10.

Atoms and positions in Å:
C (-1.283, 0.787, -0.301)
C (-1.324, -0.557, -0.503)
C (-0.146, -1.192, 0.157)
C (1.103, -0.724, -0.634)
C (1.163, 0.850, -0.501)
C (-0.042, 1.048, 0.478)
C (0.084, -0.242, 1.372)
H (-1.754, 1.645, -0.905)
H (-1.982, -0.989, -1.317)
H (-0.128, -2.266, 0.322)
H (0.975, -1.083, -1.711)
H (2.056, -1.152, -0.183)
H (2.092, 1.182, 0.030)
H (1.078, 1.360, -1.480)
H (0.028, 2.112, 0.823)
H (-0.708, -0.310, 2.171)
H (1.018, -0.319, 1.836)

orbital gap = 10.1 eV
HOMO = -8.9 eV

Here are the natural (NBO) charges for atoms 1 to 2, given in e: number 1, C, carries -0.1974; number 2, C, carries -0.2053

=====

6.
The following is a DFT calculation (ωB97M-V/def2-TZVPD) of the molecule C7H10.

Atoms and positions in Å:
C (-0.332, 2.536, 0.183)
C (-0.354, 1.439, -0.584)
C (-0.029, 0.079, -0.110)
C (-0.213, -1.014, -1.093)
C (-1.155, -0.953, -2.021)
C (0.306, -0.213, 1.154)
C (1.147, -1.351, 1.653)
H (0.195, 2.362, 1.114)
H (-0.746, 3.491, -0.088)
H (-0.475, 1.559, -1.658)
H (0.359, -1.927, -0.989)
H (-1.214, -1.657, -2.840)
H (-1.885, -0.157, -2.002)
H (0.218, 0.587, 1.884)
H (2.155, -0.962, 1.837)
H (1.208, -2.155, 0.924)
H (0.816, -1.664, 2.636)

orbital gap = 8.7 eV
HOMO = -8.1 eV

Here are the natural (NBO) charges for atoms 1 to 2, given in e: number 1, C, carries -0.3772; number 2, C, carries -0.2027

=====

Values of strongest force on any atom, in order: 0.75, 3.42, 0.45, 3.15, 3.02, 1.42, all in eV Å⁻¹.
Values of energy above the lowest of the compared OMol25 structures with the same formula, charge and spin, in order: 150.9, 70.9, 95.7, 168.8, 31.1, 54.1, all in kcal/mol.